No. 1
{
  "formula": "C3HNO3",
  "method": "the ωB97M-V functional and the def2-TZVPD basis",
  "smiles": "N#CC(=O)C(=O)O",
  "max_force_ha_per_bohr": 0.0892,
  "orbital_gap_ev": 9.752,
  "e_above_lowest_kj_mol": 96.0,
  "e_homo_ev": -11.163,
  "e_lumo_ev": -1.4,
  "molar_mass_g_mol": 99.0,
  "elements": ["N", "C", "C", "O", "C", "O", "O", "H"],
  "positions_angstrom": [[-3.0017, -0.5335, 0.1652], [-1.9430, -0.2633, -0.2175], [-0.6082, 0.4025, -0.0980], [-0.6072, 1.6207, -0.1925], [0.8403, -0.3631, -0.0069], [0.8473, -1.5890, -0.2177], [1.8473, 0.4874, 0.0362], [2.6252, 0.2384, 0.5311]],
  "forces_ev_per_a": [[0.763, -0.019, -0.824], [0.341, -0.266, 1.522], [1.310, 2.531, -0.948], [0.026, -2.272, 0.385], [-2.212, -3.703, -1.565], [0.387, 3.720, 1.188], [-1.015, 0.792, 0.210], [0.400, -0.782, 0.033]]
}

No. 2
{
  "formula": "C3HNOS2",
  "method": "the ωB97M-V functional and the def2-TZVPD basis",
  "smiles": "O=C1N=CC(=S)S1",
  "max_force_ha_per_bohr": 0.0986,
  "orbital_gap_ev": 7.506,
  "e_above_lowest_kj_mol": 70.8,
  "e_homo_ev": -9.889,
  "e_lumo_ev": -2.4,
  "molar_mass_g_mol": 131.2,
  "elements": ["O", "C", "N", "C", "C", "S", "S", "H"],
  "positions_angstrom": [[1.0409, -2.3055, -1.0482], [0.5670, -1.2707, -0.5833], [-0.8120, -0.8733, -0.7613], [-0.8865, 0.2330, -0.0097], [0.2459, 0.9859, 0.5552], [-0.0467, 2.4416, 1.2166], [1.6147, -0.0362, 0.4738], [-1.7232, 0.8252, 0.1571]],
  "forces_ev_per_a": [[-1.216, 3.411, 1.660], [1.467, -3.200, -1.662], [1.506, 3.414, 3.432], [0.170, -2.249, -2.786], [0.345, -0.575, 0.747], [0.436, -0.333, -0.233], [-0.406, -0.735, -0.965], [-2.303, 0.268, -0.193]]
}

Q: Which formula does entry 2 have?
A: C3HNOS2